Record 1
The following is a quantum chemistry calculation of one molecule with the formula C4H4N2O in a non-equilibrium geometry, from OMol25.

The largest force on an atom comes out at 5.057 eV/A. The highest occupied orbital energy comes out at -9.6 eV. As for the relative energy (zero: lowest compared OMol25 entry of this formula, charge and spin): 118.3 kcal per mole.

Geometry (Å):
O -2.2469 -0.4044 0.0064
N -1.3483 -1.4138 0.1453
N 1.2970 -1.0485 0.1257
C -0.2781 0.4041 -0.1398
C 1.3258 0.5122 0.1344
C -0.1287 -0.9397 0.0043
C -1.5556 0.7275 0.0759
H 1.8404 1.0152 -0.7061
H 1.7168 -1.4133 -0.8394
H 1.4239 0.8019 1.1961
H -2.0463 1.7587 -0.0028

=====

Record 2
The following is a quantum chemistry calculation of one molecule with the formula C4H4N2O in a non-equilibrium geometry, from OMol25.

The largest force on an atom comes out at 3.197 eV/A. The highest occupied orbital energy comes out at -10.1 eV. As for the relative energy (zero: lowest compared OMol25 entry of this formula, charge and spin): 99.0 kcal per mole.

Geometry (Å):
O 0.3114 -0.6219 0.2689
N 1.8808 0.9250 0.0288
N 2.8019 0.0311 -0.0625
C -1.9658 0.0154 -0.2976
C 3.6756 -0.6870 -0.2161
C 0.6678 0.6385 0.1503
C -1.0843 -0.8819 0.1918
H -3.0462 -0.0842 -0.1878
H -1.4745 -1.7941 0.5831
H -0.1021 1.5100 0.2216
H -1.6646 0.9491 -0.6804

=====

Record 3
The following is a quantum chemistry calculation of one molecule with the formula C4H4N2O in a non-equilibrium geometry, from OMol25.

The largest force on an atom comes out at 6.466 eV/A. The highest occupied orbital energy comes out at -9.4 eV. As for the relative energy (zero: lowest compared OMol25 entry of this formula, charge and spin): 56.0 kcal per mole.

Geometry (Å):
O -0.7477 1.2891 0.0248
N 1.3688 0.6247 0.4242
N 0.7765 -1.8271 -0.0097
C -1.7445 -0.8363 -0.5025
C -0.7127 -0.0652 -0.3120
C 0.5699 1.5244 0.3543
C 0.6578 -0.5505 -0.0261
H -2.8953 -0.7693 -0.7139
H 1.8108 -2.1840 0.2957
H 0.7993 2.4665 0.7845
H -1.3737 -1.8443 -0.5487

=====

Result set for Kohn-Sham gap: 10.33 10.53 9.40 eV, one per record in the order listed.